{"formula": "C10H7NS2", "method": "wB97M-V/def2-TZVPD", "species": ["C", "C", "H", "H", "C", "H", "H", "C", "H", "C", "S", "H", "C", "C", "C", "C", "N", "H", "S", "C"], "xyz": [[-2.7332, 2.6062, -0.7138], [-1.0304, 1.5117, 0.3889], [-1.7571, 3.1000, 1.3831], [-3.5291, 3.3320, -0.8517], [0.2063, -0.5007, -0.3529], [-1.8772, -0.4053, -2.2417], [3.5988, -2.9748, -0.6170], [0.7799, -0.2565, 0.8886], [1.9365, -4.2369, -0.7694], [-2.7775, 1.5001, -1.5627], [0.0884, 1.0685, 1.7265], [-3.5764, 1.5457, -2.2187], [-1.7945, 0.5332, -1.6042], [1.6358, -2.0727, -0.5168], [2.4412, -3.0997, -1.1587], [-1.9098, 2.5424, 0.4058], [0.6512, -1.5362, -1.1433], [2.3201, -2.8678, -2.3716], [2.0656, -1.4477, 1.0690], [-0.8406, 0.4573, -0.6139]], "orbital_gap_ev": 8.583, "homo_energy_ev": -8.0, "charge": 0, "e_lumo_ev": 0.575, "de_lowest_kcal_mol": 29.8}

{"formula": "C10H8", "method": "wB97M-V/def2-TZVPD", "species": ["C", "C", "H", "H", "H", "H", "C", "C", "H", "H", "C", "C", "C", "C", "H", "H", "C", "C"], "xyz": [[-0.1165, 1.5646, 1.1233], [2.5404, -0.2816, -0.9145], [-3.9709, -0.7266, 0.2980], [1.4883, 2.4835, 0.1079], [-2.5111, -1.3541, -0.4471], [2.9190, 0.4658, -1.7360], [-2.9355, -0.4809, 0.0199], [-1.9695, -0.3243, 1.0858], [-2.9177, 0.3234, -0.6971], [3.1813, -0.4822, -0.1538], [1.2820, 1.5056, 0.5829], [1.6748, -1.3409, -1.4156], [0.4442, -1.7850, -1.3018], [1.2854, 0.3276, -0.2440], [-1.8951, -1.2398, 1.8225], [2.1179, 1.3054, 1.3079], [0.3748, -0.6185, -0.4827], [-0.9920, 0.6581, 1.0445]], "orbital_gap_ev": [7.037, 7.010], "homo_energy_ev": [-8.0, -7.9], "charge": 0, "e_lumo_ev": [-0.950, -0.852], "de_lowest_kcal_mol": 229.1}

{"formula": "C10H8As2F28NaO2", "method": "wB97M-V/def2-TZVPD", "species": ["F", "O", "F", "F", "C", "F", "F", "O", "C", "F", "F", "F", "As", "F", "C", "F", "H", "H", "Na", "C", "F", "F", "F", "F", "F", "C", "H", "F", "F", "H", "C", "F", "H", "F", "H", "F", "F", "C", "F", "F", "F", "C", "F", "F", "H", "F", "F", "As", "C", "C", "H"], "xyz": [[-1.0405, 3.2687, -1.0054], [-3.0077, 1.4542, -1.1426], [2.7421, 0.2728, 7.3748], [-3.0911, 2.5555, 8.2696], [-4.3367, -0.1670, -2.6721], [4.2351, -0.1995, -1.8971], [3.2361, -5.8765, -4.4453], [2.8660, -3.7196, -4.0550], [-2.2127, 3.7479, -1.5346], [-4.7742, 0.7962, 8.8273], [3.3441, 2.1652, 5.7015], [2.6605, 2.6927, 8.1510], [-3.9875, 1.3791, 7.2691], [-3.5107, -0.6486, -0.5648], [3.3775, -3.7283, -2.7687], [5.1179, -2.6297, -1.5777], [2.5554, -3.6463, -2.0578], [-1.6509, 5.6640, -1.9001], [-0.3404, 1.0767, 2.3508], [-3.2071, 0.0926, -1.5878], [-3.2097, 5.3892, -3.0578], [5.0488, -2.4932, -3.7255], [2.8048, -3.9518, -6.6128], [1.2421, -5.1766, -3.7704], [-1.2787, 4.6735, -3.5711], [3.4627, -1.1957, -2.3769], [-3.9460, 2.8542, -2.3489], [-4.4781, -1.4233, -3.0142], [4.4342, 1.1033, 8.9877], [3.1640, -0.9836, -3.4034], [1.8987, -4.6277, -5.9726], [-2.9014, 4.1915, -0.4419], [1.0922, -3.9507, -5.6909], [-2.6713, 0.0974, 7.4767], [4.0466, -4.5590, -2.5441], [5.2192, 0.7013, 6.6039], [-2.0565, -0.2694, -2.0835], [-2.9279, 2.5502, -2.1059], [-3.2157, 1.7880, 5.6749], [2.3934, -1.3010, -1.5597], [1.4110, -5.6389, -6.7165], [-2.0552, 4.8969, -2.5606], [-4.7701, 0.0869, 6.4942], [-4.1261, 0.3774, -3.8437], [-2.5061, 2.2974, -3.0786], [-5.4182, 2.4601, 6.9594], [5.0842, 3.0947, 7.5726], [3.9228, 1.6356, 7.3537], [4.2844, -2.4987, -2.5931], [2.3489, -4.8983, -4.5172], [-5.2724, 0.2203, -2.2689]], "orbital_gap_ev": 7.611, "homo_energy_ev": -8.8, "charge": -1, "e_lumo_ev": -1.195, "de_lowest_kcal_mol": 82.6}

{"formula": "C10H8AuN2OS2", "method": "wB97M-V/def2-TZVPD", "species": ["C", "S", "C", "H", "O", "H", "N", "H", "H", "N", "H", "C", "C", "C", "H", "H", "C", "H", "C", "S", "C", "C", "C", "Au"], "xyz": [[-0.4799, 2.5129, -0.5911], [-0.4936, -0.4325, 2.4274], [-1.0331, 1.1559, -0.7935], [-0.0532, 2.5551, 0.4094], [-2.1497, 0.7949, -0.9487], [0.3237, 2.7076, -1.2995], [3.5108, 0.4319, -1.3691], [-1.2667, 3.2655, -0.6811], [-3.6610, -5.1392, 0.5454], [-0.8778, -1.6718, 0.1296], [-3.5910, -5.6260, -1.8714], [-1.5534, -2.6642, -0.4984], [-2.2529, -4.0052, -2.3395], [-1.5147, -2.9486, -1.8642], [-0.9256, -2.3256, -2.5165], [-2.2442, -4.2326, -3.3930], [-2.3629, -3.4484, 0.3634], [4.4529, 0.7508, -1.4496], [-3.0787, -4.5320, -0.1258], [-2.2822, -2.8317, 1.9773], [-1.1528, -1.5932, 1.4201], [2.4533, -0.0158, -1.2319], [-3.0202, -4.8011, -1.4765], [0.6599, -0.4678, -0.6953]], "orbital_gap_ev": [8.048, 6.068], "homo_energy_ev": [-11.1, -12.4], "charge": 1, "e_lumo_ev": [-3.036, -6.369], "spin_multiplicity": 3, "de_lowest_kcal_mol": 0.0}

{"formula": "C10H8BrNO4", "method": "wB97M-V/def2-TZVPD", "species": ["C", "H", "C", "C", "C", "H", "C", "H", "N", "O", "O", "H", "C", "C", "C", "H", "C", "C", "Br", "H", "H", "H", "O", "O"], "xyz": [[1.8906, -0.9488, -0.8567], [2.2466, 3.3125, 0.5775], [-2.9224, 0.5564, -0.7111], [-2.3108, -1.3459, 0.9552], [-1.3583, 0.8999, -0.8934], [-1.0352, 1.9365, -1.2652], [-1.0295, -1.4819, -0.0170], [3.0603, -2.7868, -0.1439], [1.0061, 0.2250, -0.6714], [-3.7988, 0.9144, -1.5281], [1.8679, 0.8545, 1.5196], [3.0432, -1.3577, 1.0112], [1.4320, 2.7327, 0.0139], [2.3882, -1.9530, 0.2689], [1.4776, 1.1577, 0.3749], [0.3962, 3.0901, 0.3679], [-3.2511, -0.3345, 0.5958], [-0.4167, -0.1186, -0.5448], [-4.8763, 0.0078, 1.6623], [-2.4693, -2.0221, 1.8527], [1.5635, -2.4309, 0.8887], [1.4704, 2.9009, -1.1171], [-0.6525, -2.6337, -0.3061], [2.2784, -1.1746, -2.0341]], "orbital_gap_ev": 8.250, "homo_energy_ev": -9.9, "charge": 0, "e_lumo_ev": -1.649, "de_lowest_kcal_mol": 114.9}

{"formula": "C10H8CoN3O6", "method": "wB97M-V/def2-TZVPD", "species": ["C", "C", "Co", "C", "H", "N", "O", "H", "H", "N", "C", "C", "N", "H", "O", "H", "C", "C", "O", "C", "H", "O", "H", "O", "H", "C", "O", "C"], "xyz": [[1.2478, -1.3494, -0.2063], [0.9172, -3.7519, -0.0344], [-1.8526, 2.5942, -1.1272], [-0.1873, 3.1498, -1.1366], [0.2699, -3.8402, -0.9273], [0.5055, 1.4521, 1.6535], [-2.6223, 2.0401, 1.6086], [0.5652, -4.4317, 0.7415], [0.7344, 0.6266, -1.8680], [0.8401, -2.3940, 0.5285], [2.0138, -0.4019, -2.1640], [0.6601, 0.1581, 1.3584], [1.2532, -0.1054, 0.1731], [-0.1598, -0.6219, 3.1966], [0.9096, 3.5341, -1.1086], [0.0243, -3.0731, 2.3259], [-2.2684, 2.2732, 0.5231], [-3.0576, 3.8582, -1.4271], [1.7182, -1.6507, -1.4370], [-1.9818, 0.9057, -1.6142], [0.8213, 2.1650, 0.9970], [-3.8196, 4.6992, -1.6611], [-0.0313, 1.7378, 2.4669], [-2.0602, -0.2318, -1.8486], [1.9501, -4.0048, -0.3005], [0.3215, -2.1679, 1.7922], [3.0537, -0.2912, -2.7264], [0.2351, -0.8784, 2.2219]], "orbital_gap_ev": [4.232, 4.375], "homo_energy_ev": [-12.2, -16.1], "charge": 2, "e_lumo_ev": [-7.985, -11.688], "spin_multiplicity": 5, "de_lowest_kcal_mol": 56.3}

{"formula": "C10H8F3N3S", "method": "wB97M-V/def2-TZVPD", "species": ["C", "C", "C", "H", "F", "H", "S", "N", "C", "H", "F", "C", "H", "H", "C", "H", "C", "C", "F", "N", "C", "N", "H", "H", "C"], "xyz": [[2.7395, -0.2880, 1.8805], [1.7073, -1.9186, 0.0464], [-0.5831, -0.3305, 0.8458], [0.7524, -2.2264, -0.4676], [-0.2520, 3.7606, -0.7606], [2.2779, -2.8597, 0.2671], [-3.8242, -2.3233, 0.2175], [-3.8213, -1.0516, -0.8374], [-0.2852, 2.7179, -1.6845], [0.8668, 1.3464, 0.4102], [-0.9163, 3.1055, -2.8351], [-2.6353, -0.3328, -0.6269], [3.6052, -1.0063, 2.0164], [2.5289, 0.3104, 2.8011], [-0.9024, 1.4771, -0.9931], [-2.8152, 1.3294, -2.1745], [-1.8792, -1.0208, 0.5144], [-0.1068, 0.8552, 0.1421], [1.0416, 2.4650, -2.0425], [0.2965, -0.8559, 1.8921], [1.4608, -1.0291, 1.3223], [-2.4049, -2.1609, 1.0856], [2.2703, -1.2772, -0.7001], [3.0565, 0.4176, 1.0507], [-2.1779, 0.8962, -1.3700]], "orbital_gap_ev": 7.336, "homo_energy_ev": -8.5, "charge": 0, "e_lumo_ev": -1.169}

{"formula": "C10H8N", "method": "wB97M-V/def2-TZVPD", "species": ["C", "C", "H", "H", "C", "N", "H", "H", "H", "C", "C", "H", "C", "C", "H", "H", "C", "C", "C"], "xyz": [[-0.1355, 0.6410, 2.0079], [0.0489, -1.2368, -1.3266], [-0.1871, -2.2158, -1.6927], [-0.1574, 2.2156, -1.3114], [0.0822, 1.1833, -1.1439], [1.1388, 0.5191, 1.2583], [1.8587, 1.1281, 1.6605], [-2.9060, 0.0301, -1.6360], [1.0697, -1.6115, 1.7725], [-1.2220, 0.4019, 1.3118], [0.8115, -0.8517, -0.3041], [-0.0096, 0.8021, 3.1720], [1.5043, -0.9449, 1.0301], [-1.9917, 0.0891, -1.0731], [2.5837, -1.0845, 0.9653], [-0.7835, 0.0921, -2.9045], [-1.8603, 0.2288, 0.2248], [0.7845, 0.5897, -0.1785], [-0.6292, 0.0242, -1.8324]], "orbital_gap_ev": 8.451, "homo_energy_ev": -12.8, "charge": 1, "e_lumo_ev": -4.332}

{"formula": "C10H8N2", "method": "wB97M-V/def2-TZVPD", "species": ["H", "C", "C", "C", "H", "C", "H", "H", "C", "H", "H", "C", "N", "H", "C", "N", "C", "H", "C", "C"], "xyz": [[0.4915, -1.6463, 1.3811], [1.1604, 3.2960, 0.2254], [-0.5956, -2.9098, 0.4853], [1.0092, 1.0796, 1.0467], [1.0392, 0.2546, 1.8301], [-1.6263, -1.9992, -1.4517], [1.5988, 4.3082, 0.1038], [2.0664, 2.6054, 1.8587], [-0.0453, -1.6355, 0.7145], [-1.9593, -4.0477, -0.8356], [-2.1838, -2.2882, -2.3900], [0.1989, 0.7546, -0.0185], [-1.0983, -0.9167, -1.2517], [-0.4479, -3.6402, 1.1862], [-0.3288, -0.6242, -0.1709], [-0.1071, 1.6090, -0.9564], [-1.4085, -3.0790, -0.6725], [0.2190, 3.6045, -1.4097], [0.4620, 2.9021, -0.8422], [1.5554, 2.3729, 1.1676]], "orbital_gap_ev": 9.384, "homo_energy_ev": -9.0, "charge": 0, "e_lumo_ev": 0.349, "de_lowest_kcal_mol": 98.7}

{"formula": "C10H8N2O2S", "method": "wB97M-V/def2-TZVPD", "species": ["H", "C", "C", "C", "H", "H", "H", "O", "H", "S", "C", "C", "N", "C", "H", "C", "H", "C", "O", "C", "N", "H", "C"], "xyz": [[1.3942, -0.1726, 2.7488], [-2.7399, -0.6695, -0.4768], [1.3761, -1.3590, -1.7486], [-2.2335, -1.1255, 0.8010], [-0.3888, -2.0349, -1.5319], [-0.8874, -0.6854, 2.3939], [3.0834, 2.9310, 0.3471], [-2.9292, -1.8401, 1.5238], [-4.3776, -1.5578, -1.0509], [-1.4224, 0.6521, -1.1110], [0.2362, -1.6238, -2.2847], [2.2250, 1.3285, 1.5558], [-0.9946, -0.4886, 1.3933], [2.1869, 2.2173, 0.4370], [-0.0740, -1.3059, -3.2657], [0.1419, 0.3197, 1.0613], [3.0874, 1.3629, 2.2135], [1.2304, 0.4417, 1.8914], [2.4039, -1.0075, -1.3846], [0.1731, 1.0427, -0.1643], [-3.6359, -0.9282, -1.2630], [1.0028, 2.4816, -1.5531], [1.1421, 2.0213, -0.5323]], "orbital_gap_ev": [7.527, 7.527], "homo_energy_ev": [-8.2, -8.2], "charge": 0, "e_lumo_ev": [-0.699, -0.699], "de_lowest_kcal_mol": 92.5}

Result set for E: -33642.072, -10487.865, -216784.324, -40881.773, -90217.384, -64857.096, -33954.725, -11975.999, -13475.403, -28406.447 eV, one per record in the order listed.